Record 1
Formula: C27H24N3O8PtS2
Source: OMol25
Level of theory: ωB97M-V/def2-TZVPD

Calculated values
M: 777.71 Da
Total charge: +1
Gap between HOMO and LUMO: 4.6 eV
HOMO: -10.15 eV

Cartesian coordinates (Å):
Pt 0.1762 -0.6524 -0.4443
O 5.5250 -1.7642 2.2093
C 4.3239 -1.7132 1.6245
C 4.1347 -1.6297 0.2530
C 2.8444 -1.5442 -0.2240
N 1.7728 -1.5274 0.5780
C 1.9668 -1.7090 1.8898
C 3.2075 -1.7833 2.4632
C 0.6954 -1.7905 2.6404
O 0.7567 -1.3074 3.9180
O -0.3304 -2.1957 2.1744
C 2.5401 -1.5373 -1.7050
O 3.3960 -1.8400 -2.4966
O 1.3047 -1.2420 -1.9901
H 6.2317 -1.6926 1.5556
H 4.9517 -1.6354 -0.4574
H 3.3353 -1.9072 3.5284
C -2.1957 -0.8210 7.7957
C -1.8013 -0.4999 6.3837
C -0.7929 -1.1476 5.7319
C -0.5164 -0.8837 4.3275
C -1.0305 0.3590 3.7339
C -2.0764 0.9571 4.3912
C -2.4602 0.5148 5.6583
S -0.3629 1.1653 2.2242
O 1.0303 0.8507 2.2969
O -0.7996 2.5087 2.4517
N -0.9977 0.4895 0.9399
C -2.1392 1.0684 0.3108
C -3.0897 1.8958 0.8623
C -4.1778 2.3618 0.0983
C -4.3425 2.0101 -1.2087
C -3.3927 1.1623 -1.8163
C -3.4853 0.7180 -3.1555
C -2.5356 -0.1191 -3.6631
C -1.4585 -0.5046 -2.8508
N -1.3471 -0.0901 -1.6066
C -2.2984 0.7176 -1.0549
H -1.3483 -1.2099 8.3571
H -2.9836 -1.5755 7.8109
H -2.5689 0.0636 8.3084
H -0.2255 -1.9475 6.1939
H -1.2648 -1.5931 3.8469
H -2.5385 1.8386 3.9731
H -3.2911 1.0201 6.1400
H -3.0062 2.2294 1.8817
H -4.8960 3.0155 0.5750
H -5.1859 2.3658 -1.7851
H -4.3219 1.0429 -3.7612
H -2.5861 -0.4909 -4.6760
H -0.6715 -1.1506 -3.2117
O 2.5233 1.4445 -3.2858
S 1.4700 0.8946 -4.1823
C 2.2411 -0.4317 -5.1782
C 2.1145 -0.0575 -6.6493
C 2.2869 1.4582 -6.7037
C 1.3498 2.0002 -5.6342
H 1.7911 -1.3836 -4.9027
H 3.2760 -0.4329 -4.8336
H 1.1273 -0.3338 -7.0306
H 2.8539 -0.5838 -7.2532
H 2.0691 1.8721 -7.6881
H 3.3166 1.7203 -6.4513
H 0.3089 1.9910 -5.9661
H 1.5979 2.9929 -5.2614

Atoms 1-6, force components in eV/Å:
-0.2 0.1 0.4
0.0 0.0 0.0
0.1 0.0 0.0
-0.1 -0.1 -0.1
0.0 0.0 0.1
0.2 0.5 -0.3

Listed below, in e, are the natural (NBO) charges computed for each atom:
1. Pt 0.9291
2. O -0.6237
3. C 0.3801
4. C -0.2729
5. C 0.1575
6. N -0.4553
7. C 0.1213
8. C -0.2447
9. C 0.7888
10. O -0.4801
11. O -0.5328
12. C 0.7538
13. O -0.5796
14. O -0.7066
15. H 0.5005
16. H 0.2648
17. H 0.2547
18. C -0.6407
19. C -0.0549
20. C -0.0073
21. C -0.0286
22. C -0.0999
23. C -0.2571
24. C 0.0189
25. S 2.3504
26. O -0.9233
27. O -0.9166
28. N -0.9391
29. C 0.1300
30. C -0.2197
31. C -0.1703
32. C -0.1947
33. C -0.0918
34. C -0.0889
35. C -0.2621
36. C 0.1025
37. N -0.4353
38. C 0.2095
39. H 0.2414
40. H 0.2474
41. H 0.2389
42. H 0.2510
43. H 0.3690
44. H 0.2677
45. H 0.2401
46. H 0.2209
47. H 0.2262
48. H 0.2282
49. H 0.2308
50. H 0.2402
51. H 0.2471
52. O -0.9885
53. S 1.2180
54. C -0.6115
55. C -0.4104
56. C -0.4128
57. C -0.6081
58. H 0.2382
59. H 0.2586
60. H 0.1973
61. H 0.2292
62. H 0.2227
63. H 0.2168
64. H 0.2145
65. H 0.2512



Record 2
Formula: C27H25AgOP2
Source: OMol25
Level of theory: ωB97M-V/def2-TZVPD

Calculated values
M: 535.31 Da
Total charge: 0
Gap between HOMO and LUMO: 7.1 eV
HOMO: -6.55 eV

Cartesian coordinates (Å):
Ag 0.8931 -0.4137 1.3279
O -0.5674 -3.0245 0.7487
C -0.4755 -1.8350 0.4624
C -1.4427 -1.3167 -0.5904
C -2.1463 -2.2542 -1.3379
C -3.0817 -1.8681 -2.2764
C -3.3240 -0.5192 -2.4740
C -2.5947 0.4314 -1.7788
C -1.6485 0.0509 -0.8322
P -0.5777 1.2719 0.0014
C -1.3558 2.8524 -0.5413
C -2.4705 3.4271 0.0615
C -2.9485 4.6453 -0.3891
C -2.3094 5.3038 -1.4288
C -1.1946 4.7411 -2.0293
C -0.7148 3.5257 -1.5784
C -1.1700 1.2163 1.7339
C -0.3572 1.8560 2.6750
C -0.6661 1.7914 4.0202
C -1.7877 1.0891 4.4354
C -2.6060 0.4666 3.5054
C -2.3064 0.5303 2.1570
H -1.9422 -3.2968 -1.1357
H -3.6216 -2.6148 -2.8402
H -4.0741 -0.2070 -3.1854
H -2.7557 1.4813 -1.9809
H -2.9669 2.9132 0.8736
H -3.8272 5.0816 0.0668
H -2.6859 6.2560 -1.7737
H -0.7037 5.2524 -2.8457
H 0.1606 3.0765 -2.0308
H 0.4996 2.4244 2.3270
H -0.0278 2.2738 4.7468
H -2.0167 1.0199 5.4880
H -3.4716 -0.0874 3.8380
H -2.9310 0.0295 1.4300
C 4.8692 -0.2701 -0.2667
P 3.0615 -0.5745 -0.0037
C 2.4548 -0.0842 -1.6655
C 3.0154 -2.3972 -0.0805
C 3.7311 -3.1009 0.8841
C 3.6716 -4.4804 0.9384
C 2.8853 -5.1738 0.0344
C 2.1595 -4.4807 -0.9190
C 2.2150 -3.0992 -0.9740
H 5.4297 -0.5826 0.6120
H 5.0097 0.8021 -0.4019
H 5.2289 -0.8077 -1.1432
H 2.9821 -0.6171 -2.4570
H 2.6192 0.9877 -1.7704
H 1.3820 -0.2767 -1.7230
H 4.3195 -2.5552 1.6095
H 4.2218 -5.0154 1.6994
H 2.8195 -6.2514 0.0893
H 1.5289 -5.0193 -1.6104
H 1.6134 -2.5744 -1.6998

Atoms 1-6, force components in eV/Å:
0.7 -0.3 0.0
0.1 0.6 -0.1
-0.2 -0.6 0.3
-0.2 -0.1 -0.2
0.0 -0.1 0.1
0.0 0.0 0.0

Listed below, in e, are the natural (NBO) charges computed for each atom:
1. Ag 0.6884
2. O -0.6133
3. C 0.0949
4. C -0.1705
5. C -0.1719
6. C -0.2105
7. C -0.2188
8. C -0.1569
9. C -0.3597
10. P 0.7356
11. C -0.2377
12. C -0.2381
13. C -0.2077
14. C -0.2088
15. C -0.2010
16. C -0.2389
17. C -0.2582
18. C -0.2908
19. C -0.1958
20. C -0.2120
21. C -0.1977
22. C -0.2369
23. H 0.2329
24. H 0.2119
25. H 0.2114
26. H 0.2093
27. H 0.2212
28. H 0.2150
29. H 0.2139
30. H 0.2134
31. H 0.2145
32. H 0.2243
33. H 0.2158
34. H 0.2157
35. H 0.2180
36. H 0.2297
37. C -0.9184
38. P 0.7649
39. C -0.9401
40. C -0.2486
41. C -0.2431
42. C -0.2041
43. C -0.2067
44. C -0.1803
45. C -0.2379
46. H 0.2349
47. H 0.2321
48. H 0.2307
49. H 0.2296
50. H 0.2393
51. H 0.2476
52. H 0.2051
53. H 0.2127
54. H 0.2133
55. H 0.2133
56. H 0.2153



Record 3
Formula: C27H25BF4N3PPbS2
Source: OMol25
Level of theory: ωB97M-V/def2-TZVPD

Calculated values
M: 780.63 Da
Total charge: 0
Gap between HOMO and LUMO: 8.3 eV
HOMO: -8.04 eV

Cartesian coordinates (Å):
Pb -0.7523 -2.1769 -0.3943
S 1.3412 -2.7920 -2.0796
C 0.5159 -1.6663 -3.0137
N -0.4372 -0.9197 -2.4999
C -0.9507 -0.0395 -3.4136
C -1.9201 0.9352 -3.1932
C -2.3022 1.7417 -4.2470
C -1.7533 1.5917 -5.5165
C -0.7728 0.6470 -5.7511
C -0.3724 -0.1482 -4.6952
S 0.8730 -1.3719 -4.6972
H -2.3473 1.0552 -2.2106
H -3.0422 2.5097 -4.0833
H -2.0881 2.2158 -6.3298
H -0.3234 0.5334 -6.7248
F -3.0307 -4.1320 0.7449
B -2.4132 -3.9903 1.9784
F -1.1813 -4.6239 1.9540
F -2.1610 -2.5997 2.1393
F -3.1961 -4.4442 2.9862
N 1.1096 -3.1685 1.1965
C 2.1155 -2.3851 1.7897
C 2.0589 -2.0592 3.1411
C 3.0248 -1.2383 3.6983
C 4.0616 -0.7522 2.9207
C 4.1402 -1.1078 1.5852
C 3.1754 -1.9179 1.0200
H 0.5416 -3.6596 1.8807
H 1.4795 -3.8212 0.5140
H 1.2614 -2.4567 3.7529
H 2.9758 -0.9943 4.7493
H 4.8165 -0.1127 3.3534
H 4.9654 -0.7585 0.9835
H 3.2319 -2.1942 -0.0208
C -0.4879 0.0304 2.7418
P -0.3121 0.1565 0.9212
C -1.4566 1.5263 0.5323
C -1.0764 2.5791 -0.2911
C -1.9445 3.6359 -0.5019
C -3.1973 3.6402 0.0870
C -3.5894 2.5750 0.8825
C -2.7270 1.5159 1.0990
C 1.2983 0.9721 0.6817
C 2.0091 0.6767 -0.4749
C 3.1861 1.3400 -0.7626
C 3.6664 2.3007 0.1106
C 2.9751 2.5814 1.2775
C 1.7898 1.9287 1.5642
H -0.7903 0.9881 3.1607
H 0.4703 -0.2799 3.1532
H -1.2330 -0.7272 2.9696
H -0.1014 2.5792 -0.7564
H -1.6359 4.4575 -1.1299
H -3.8636 4.4735 -0.0783
H -4.5691 2.5775 1.3344
H -3.0284 0.6793 1.7115
H 1.6316 -0.0773 -1.1468
H 3.7201 1.1041 -1.6712
H 4.5714 2.8408 -0.1236
H 3.3543 3.3239 1.9640
H 1.2560 2.1818 2.4678
N -4.2539 -1.7430 -0.4318
C -3.1822 -1.3220 -0.5139
H -5.1238 -2.2139 -0.2940

Atoms 1-6, force components in eV/Å:
-0.2 -1.5 0.2
0.9 -0.6 0.0
0.0 0.2 -0.2
0.2 0.0 0.2
-0.1 0.5 -1.0
0.1 -0.2 0.0

Listed below, in e, are the natural (NBO) charges computed for each atom:
1. Pb 1.1397
2. S -0.2771
3. C -0.1032
4. N -0.6474
5. C 0.1901
6. C -0.2470
7. C -0.1976
8. C -0.2222
9. C -0.2143
10. C -0.2344
11. S 0.4169
12. H 0.2290
13. H 0.2142
14. H 0.2161
15. H 0.2214
16. F -0.5649
17. B 1.3316
18. F -0.5684
19. F -0.5857
20. F -0.5420
21. N -0.8540
22. C 0.1308
23. C -0.2677
24. C -0.2003
25. C -0.2402
26. C -0.2005
27. C -0.2113
28. H 0.4314
29. H 0.3987
30. H 0.2228
31. H 0.2160
32. H 0.2143
33. H 0.2159
34. H 0.2217
35. C -0.9549
36. P 0.8888
37. C -0.3578
38. C -0.2068
39. C -0.1971
40. C -0.2031
41. C -0.2265
42. C -0.1451
43. C -0.3621
44. C -0.1920
45. C -0.2122
46. C -0.1918
47. C -0.2266
48. C -0.1315
49. H 0.2402
50. H 0.2640
51. H 0.2824
52. H 0.2308
53. H 0.2183
54. H 0.2178
55. H 0.2187
56. H 0.2162
57. H 0.2343
58. H 0.2218
59. H 0.2178
60. H 0.2174
61. H 0.2085
62. N -0.6353
63. C 0.2699
64. H 0.4634